{"formula": "C34H45N10O3PdS2", "method": "the ωB97M-V functional and the def2-TZVPD basis", "symbols": ["Pd", "C", "N", "C", "S", "N", "C", "H", "H", "H", "H", "H", "H", "H", "H", "N", "C", "C", "C", "N", "C", "C", "H", "H", "H", "H", "H", "H", "C", "C", "C", "C", "C", "C", "N", "H", "H", "H", "H", "H", "H", "H", "H", "C", "C", "C", "C", "C", "C", "C", "S", "O", "O", "O", "H", "H", "H", "H", "H", "H", "H", "C", "N", "C", "N", "C", "N", "C", "N", "C", "C", "H", "H", "H", "H", "H", "H", "H", "H", "H", "H", "H", "H", "N", "C", "C", "C", "C", "C", "C", "C", "H", "H", "H", "H"], "coordinates": [[0.2171, -0.0071, 0.3204], [-0.8325, 4.8686, 3.6240], [0.0319, 3.9095, 2.9575], [-0.2969, 2.7969, 2.2740], [0.9608, 2.1419, 1.3035], [-1.5359, 2.2952, 2.3470], [-2.3374, 2.3487, 3.5747], [-1.3185, 4.5489, 4.5310], [-1.6139, 5.1840, 2.9309], [-0.2407, 5.7286, 3.8681], [1.0160, 4.0813, 3.0184], [-1.7235, 1.4292, 1.8081], [-1.7409, 2.7803, 4.3389], [-2.5755, 1.3068, 3.8106], [-3.2370, 2.8912, 3.4289], [-4.3136, 2.3878, -3.3933], [-3.2923, 1.9134, -2.6729], [-2.5869, 2.7282, -1.7859], [-1.5418, 2.1843, -1.0693], [-1.1014, 0.9064, -1.2061], [-1.8004, 0.1327, -2.0809], [-2.8594, 0.5802, -2.7922], [-4.7426, 3.2783, -3.2428], [-4.9103, 1.7258, -3.8786], [-2.8042, 3.7697, -1.6091], [-0.9705, 2.7839, -0.3526], [-1.4623, -0.8856, -2.1703], [-3.3790, -0.1303, -3.4121], [0.5023, -1.0048, 3.7686], [1.6935, -1.3233, 2.9463], [2.8745, -2.0314, 3.3288], [3.6096, -2.2141, 2.2011], [2.8953, -1.5834, 1.1331], [3.3488, -1.5007, -0.2855], [1.7177, -1.0608, 1.5721], [0.8144, -0.9462, 4.8195], [-0.2831, -1.7608, 3.6783], [0.0477, -0.0634, 3.4255], [3.0826, -2.3429, 4.3472], [4.5294, -2.7412, 2.0847], [3.3305, -2.5106, -0.7535], [4.3738, -1.1651, -0.3298], [2.7879, -0.7895, -0.8778], [-4.3856, -4.9310, 5.4108], [-3.9014, -3.9342, 4.3680], [-4.4842, -2.6577, 4.2575], [-4.1312, -1.7949, 3.2225], [-3.1191, -2.1586, 2.3666], [-2.4683, -3.3850, 2.4688], [-2.8572, -4.2551, 3.4906], [-2.6609, -1.0797, 1.0171], [-3.7613, -0.2431, 0.6571], [-1.4645, -0.2955, 1.6399], [-2.0495, -1.8929, -0.0282], [-4.9728, -4.4992, 6.2164], [-3.5162, -5.4673, 5.8227], [-5.0488, -5.6659, 4.9245], [-5.2780, -2.3576, 4.9295], [-4.6423, -0.8483, 3.0488], [-1.6757, -3.6212, 1.7781], [-2.3467, -5.2033, 3.6467], [3.5042, 2.2152, -1.5450], [2.3392, 1.6120, -2.2403], [1.4775, 2.7419, -2.6335], [2.1226, 3.6720, -3.5386], [3.2947, 4.2246, -2.8411], [4.2415, 3.1466, -2.4351], [4.6315, 2.4626, -3.6625], [3.5077, 1.8766, -4.3970], [2.8298, 0.9627, -3.4518], [2.5943, 2.9626, -4.7251], [4.1598, 1.3867, -1.2271], [3.1330, 2.7188, -0.6304], [1.1813, 3.2585, -1.7370], [0.6053, 2.3559, -3.1426], [2.9190, 4.7368, -1.9415], [3.8717, 4.9364, -3.4705], [5.3446, 1.6307, -3.4754], [5.1598, 3.2213, -4.3044], [3.5188, 0.1860, -3.1339], [1.9588, 0.4973, -3.9566], [1.7765, 2.5099, -5.2855], [3.1144, 3.6570, -5.3684], [1.4189, -6.2547, -5.3331], [1.3686, -5.4674, -4.5034], [1.1162, -4.4893, -3.5268], [1.2070, -3.1398, -3.8643], [0.8700, -2.2130, -2.8870], [0.4901, -2.6430, -1.6418], [0.4918, -3.9657, -1.2900], [0.8451, -4.8996, -2.2337], [1.4446, -2.8553, -4.8935], [0.8547, -1.1470, -3.1332], [0.2109, -4.2959, -0.3228], [0.8268, -5.9510, -1.9927]], "forces_ev_per_angstrom": [[0.0, 0.2, -0.1], [-0.5, 0.3, -0.7], [-0.1, -0.6, 0.5], [-0.7, 0.2, 0.2], [0.0, -0.2, -0.2], [0.5, 0.0, -0.3], [0.5, -1.1, -0.8], [0.1, -0.3, 0.3], [0.0, 0.0, 0.0], [0.3, 0.4, 0.0], [0.3, 0.1, -0.1], [0.4, 0.5, 0.2], [0.1, 0.0, 0.8], [0.0, 0.2, 0.2], [-0.8, 0.6, -0.1], [-1.1, -0.6, -0.9], [0.4, 0.0, 0.4], [0.8, -0.2, 0.6], [0.6, -0.6, 0.0], [-0.7, 0.4, 0.0], [1.1, 0.3, 0.9], [-0.5, 0.2, -0.3], [0.2, 0.3, 0.3], [0.3, 0.2, 0.1], [-0.3, 0.1, -0.2], [-0.3, -0.1, -0.4], [-0.1, -0.1, 0.0], [-0.2, 0.0, -0.3], [0.4, 0.5, 0.3], [-0.7, 0.1, -1.5], [-0.1, 0.0, 0.4], [-0.2, 0.1, 0.3], [-1.0, 0.5, -0.6], [0.0, -0.6, 0.2], [0.8, -0.6, 0.8], [-0.3, 0.1, -0.2], [0.1, -0.1, -0.1], [0.2, -0.3, 0.2], [0.0, 0.0, -0.3], [0.4, -0.1, 0.0], [-0.1, 0.6, 0.2], [0.5, 0.0, 0.1], [-0.5, 0.0, -0.1], [0.4, -0.3, -0.6], [-0.2, 0.8, 0.3], [-0.1, -0.4, -0.4], [-0.2, 0.2, 0.4], [0.3, -0.1, -1.0], [-0.3, 0.0, 0.8], [0.0, 0.1, 0.0], [2.2, -0.8, 0.3], [-0.2, 0.4, 0.2], [-1.4, -0.2, -0.2], [-0.4, 0.0, 0.2], [0.2, 0.3, 0.0], [-0.4, 0.1, 0.0], [0.3, 0.1, 0.1], [0.0, -0.1, 0.1], [0.1, -0.2, 0.2], [0.1, -0.1, -0.1], [-0.1, 0.1, -0.3], [0.1, -0.3, -0.2], [0.2, 0.6, 0.4], [0.0, -0.5, -0.5], [0.5, 0.5, 0.0], [0.4, -0.1, 0.2], [-0.8, 0.1, 0.7], [1.3, -0.1, -0.6], [0.1, -0.2, 0.8], [-0.6, -0.1, -0.6], [-0.3, -0.5, -0.1], [0.0, 0.4, -0.2], [0.3, 0.0, -0.6], [-0.2, 0.3, 0.4], [-0.4, -0.2, 0.0], [0.3, -0.1, -0.2], [-0.6, -0.4, 0.2], [-0.3, 0.6, 0.2], [-0.5, -0.8, 0.4], [0.2, -0.2, -0.2], [0.5, 0.2, 0.1], [-0.3, 0.3, 0.1], [0.1, 0.3, -0.2], [0.3, -0.4, -0.3], [-0.3, -0.5, -0.8], [0.8, 0.7, 0.3], [-0.4, -0.2, -0.1], [-0.2, 1.4, -0.2], [0.4, -0.5, -0.6], [-0.1, 0.5, 0.5], [-0.3, -0.2, -0.2], [0.0, 0.0, 0.5], [0.1, -0.3, 0.1], [-0.2, -0.2, 0.8], [0.0, -0.1, 0.0]], "e_lumo_ev": [-1.82, -4.40], "total_charge": 1, "spin_multiplicity": 5}

{"formula": "C34H45N6S3SeTi", "method": "the ωB97M-V functional and the def2-TZVPD basis", "symbols": ["Ti", "S", "C", "N", "C", "C", "N", "C", "C", "C", "C", "C", "C", "C", "C", "S", "C", "C", "C", "C", "C", "C", "C", "H", "H", "H", "H", "H", "H", "H", "H", "H", "H", "H", "H", "H", "H", "H", "H", "H", "H", "C", "N", "C", "C", "C", "N", "C", "C", "H", "H", "H", "H", "H", "H", "H", "H", "H", "H", "H", "H", "H", "H", "H", "H", "Se", "C", "C", "C", "C", "C", "C", "H", "H", "H", "H", "H", "C", "N", "C", "C", "N", "C", "S", "H", "H", "H", "H", "H", "H"], "coordinates": [[1.4937, -0.7744, -1.2238], [1.3592, 1.6093, -0.5153], [-0.2845, 2.0070, -0.5105], [-0.8144, 2.8597, 0.3294], [-2.1951, 3.3328, 0.1519], [-2.5007, 3.3815, -1.3183], [-2.2784, 2.0467, -1.8878], [-3.2750, 1.5453, -2.8751], [-4.6797, 1.6804, -2.3608], [-5.1177, 0.8334, -1.3457], [-6.4015, 0.9586, -0.8393], [-7.2570, 1.9269, -1.3504], [-6.8292, 2.7657, -2.3687], [-5.5408, 2.6445, -2.8715], [-1.2307, 1.3536, -1.5141], [-0.9185, -0.2288, -1.9964], [-0.1168, 3.3686, 1.5320], [-0.9275, 3.0478, 2.7601], [-1.2228, 1.7189, 3.0589], [-1.9708, 1.4125, 4.1832], [-2.4197, 2.4281, 5.0204], [-2.1241, 3.7494, 4.7273], [-1.3833, 4.0593, 3.5932], [-2.2567, 4.3289, 0.5876], [-2.8810, 2.6800, 0.6954], [-1.8750, 4.1100, -1.8395], [-3.5446, 3.6407, -1.4738], [-3.0320, 0.5033, -3.0566], [-3.1198, 2.1039, -3.8003], [-4.4559, 0.0643, -0.9603], [-6.7414, 0.2928, -0.0574], [-8.2622, 2.0186, -0.9617], [-7.4998, 3.5103, -2.7757], [-5.2129, 3.2937, -3.6759], [0.0207, 4.4437, 1.4092], [0.8626, 2.9010, 1.5579], [-0.8796, 0.9251, 2.4005], [-2.2115, 0.3825, 4.4127], [-3.0025, 2.1865, 5.8990], [-2.4710, 4.5401, 5.3784], [-1.1518, 5.0936, 3.3659], [0.0900, -3.4726, -2.0797], [1.3766, -2.7539, -2.2487], [2.4506, -3.7047, -1.8520], [1.5405, -2.4137, -3.6881], [2.6389, -1.3963, -3.8994], [2.2857, -0.0892, -3.2853], [1.3538, 0.6395, -4.1738], [3.5169, 0.7407, -3.2099], [0.0831, -4.3689, -2.7053], [-0.7445, -2.8386, -2.3723], [-0.0258, -3.7603, -1.0369], [2.3646, -4.6117, -2.4559], [2.3353, -3.9585, -0.8023], [3.4308, -3.2583, -1.9876], [0.5860, -2.0311, -4.0541], [1.7657, -3.3199, -4.2596], [2.8189, -1.2810, -4.9734], [3.5704, -1.7319, -3.4444], [1.8528, 0.8634, -5.1202], [1.0657, 1.5739, -3.6940], [0.4589, 0.0569, -4.3689], [3.8998, 0.9190, -4.2183], [4.2749, 0.2318, -2.6225], [3.2783, 1.6964, -2.7469], [3.7542, -0.8454, -0.2218], [4.2295, -2.2821, 0.9655], [3.3306, -3.1801, 1.5299], [3.7843, -4.1587, 2.4039], [5.1323, -4.2487, 2.7188], [6.0295, -3.3531, 2.1552], [5.5819, -2.3703, 1.2842], [2.2767, -3.1236, 1.2909], [3.0804, -4.8592, 2.8357], [5.4819, -5.0148, 3.3975], [7.0835, -3.4170, 2.3904], [6.2870, -1.6716, 0.8522], [-0.4549, -2.5792, 3.7176], [0.6299, -1.6299, 3.5038], [1.4491, -1.1118, 4.4917], [2.3303, -0.2885, 3.8888], [2.0225, -0.3028, 2.5453], [0.9940, -1.1271, 2.3127], [0.1846, -1.4808, 0.8326], [-0.3517, -2.9930, 4.7163], [-0.3879, -3.3774, 2.9827], [-1.4174, -2.0813, 3.6210], [1.3315, -1.3874, 5.5243], [3.1435, 0.2908, 4.2866], [2.5564, 0.1159, 1.7898]], "forces_ev_per_angstrom": [[-0.2, 0.0, 0.6], [0.0, 0.2, 0.0], [-0.2, -0.1, -0.2], [0.1, 0.0, 0.1], [0.0, 0.0, 0.0], [0.0, 0.0, -0.1], [-0.1, 0.0, -0.1], [0.1, 0.0, 0.0], [0.0, 0.0, 0.0], [0.0, 0.0, 0.0], [0.0, 0.0, 0.0], [0.0, 0.0, 0.0], [0.0, 0.0, 0.0], [0.0, 0.0, 0.0], [0.2, 0.0, 0.2], [-0.1, 0.0, 0.0], [0.0, 0.0, -0.1], [0.0, 0.0, 0.0], [0.0, 0.0, 0.0], [0.0, 0.0, 0.0], [0.0, 0.0, 0.0], [0.0, 0.0, 0.0], [0.0, 0.0, 0.0], [0.0, 0.0, 0.0], [0.0, 0.0, 0.0], [0.0, 0.0, 0.0], [0.0, 0.0, 0.0], [0.0, 0.0, -0.1], [-0.1, 0.0, 0.0], [0.0, 0.0, 0.0], [0.0, 0.0, 0.0], [0.0, 0.0, 0.0], [0.0, 0.0, 0.0], [0.0, 0.0, 0.0], [0.0, 0.0, 0.0], [0.0, 0.0, 0.0], [0.0, 0.0, 0.0], [0.0, 0.0, 0.0], [0.0, 0.0, 0.0], [0.0, 0.0, 0.0], [0.0, 0.0, 0.0], [0.0, 0.1, 0.0], [0.0, -0.1, -0.3], [0.0, 0.1, 0.0], [0.0, -0.1, 0.0], [0.0, 0.0, -0.1], [0.2, -0.1, 0.0], [0.0, 0.0, 0.1], [-0.1, 0.0, 0.0], [0.0, 0.0, 0.0], [0.0, 0.0, 0.0], [0.0, 0.0, 0.0], [0.0, 0.0, 0.0], [0.0, 0.0, 0.0], [0.0, 0.0, 0.0], [0.0, 0.0, 0.0], [0.0, 0.0, 0.0], [0.0, 0.1, 0.0], [0.0, 0.0, 0.0], [0.0, 0.0, 0.0], [0.0, 0.0, 0.0], [0.0, 0.0, 0.0], [0.0, 0.0, 0.0], [0.0, 0.0, 0.0], [0.0, 0.0, 0.0], [0.0, 0.1, -0.1], [0.1, 0.0, 0.0], [0.0, 0.0, 0.0], [0.0, 0.0, 0.0], [0.0, 0.0, 0.0], [0.0, 0.0, 0.0], [0.0, 0.0, 0.0], [0.0, 0.0, 0.0], [0.0, 0.0, 0.0], [0.0, 0.0, 0.0], [0.0, 0.0, 0.0], [0.0, 0.0, 0.0], [0.0, 0.0, 0.0], [0.0, 0.0, 0.0], [0.0, 0.0, 0.0], [0.0, 0.0, 0.0], [-0.1, 0.0, 0.0], [0.0, 0.0, 0.0], [0.1, 0.1, -0.1], [0.0, 0.0, 0.0], [0.0, 0.0, 0.0], [0.0, 0.0, 0.0], [0.0, 0.0, 0.0], [0.0, 0.0, 0.0], [0.0, 0.0, 0.0]], "e_lumo_ev": [-6.36, -6.33], "total_charge": 2, "spin_multiplicity": 2}

Energy relative to the best compared isomer or geometry (same formula, charge and spin) (computed, kJ/mol): 0.00 0.00